ORCA calculation (ωB97M-V/def2-TZVPD) on 2 unconnected molecules or ions with the total composition C3H7NOS at a distorted geometry.

```
! RIJCOSX wB97M-V def2-TZVPD def2/J DEFGRID3
* xyz 0 1
O -0.882 2.193 1.626
C -1.025 1.024 1.159
C -0.182 0.535 -0.094
C 0.944 -0.268 0.494
S 1.918 -0.749 -0.959
N -1.061 -0.378 -0.939
H -1.968 0.457 1.324
H 0.297 1.412 -0.544
H 0.774 -1.142 1.121
H 1.568 0.442 1.057
H 1.505 -2.814 -1.128
H -1.575 0.149 -1.678
H -0.314 -0.862 -1.438
*
```

Computed properties:
Gap between HOMO and LUMO: 7.82 eV

---

ORCA calculation (ωB97M-V/def2-TZVPD) on 2 unconnected molecules or ions with the total composition C22H30N2O3 at a distorted geometry.

```
! RIJCOSX wB97M-V def2-TZVPD def2/J DEFGRID3
* xyz 0 1
C 0.298 -7.370 1.315
N -0.240 -6.011 1.298
C 0.123 -5.061 0.427
O 0.964 -5.282 -0.438
C -0.543 -3.666 0.498
C 0.509 -2.535 0.493
C 0.032 -1.187 1.010
C -0.682 -0.300 0.181
C -1.185 0.904 0.709
C -0.970 1.226 2.062
C -0.235 0.354 2.883
C 0.265 -0.848 2.356
N -1.551 -3.449 1.559
C -1.381 -3.581 2.875
C -2.513 -3.093 3.747
O -0.384 -4.066 3.389
H -0.200 -7.961 2.084
H 0.148 -7.838 0.341
H 1.370 -7.336 1.524
H -0.814 -5.716 2.074
H -1.084 -3.575 -0.443
H 1.350 -2.851 1.113
H 0.893 -2.414 -0.521
H -0.850 -0.545 -0.858
H -1.729 1.586 0.071
H -1.356 2.151 2.466
H -0.059 0.604 3.919
H 0.813 -1.526 2.997
H -2.416 -3.027 1.267
H -3.420 -3.645 3.507
H -2.250 -3.256 4.791
H -2.666 -2.029 3.575
C -2.303 4.554 -4.235
C -1.111 4.306 -3.351
C -1.218 4.458 -1.968
C -0.119 4.210 -1.142
C 1.120 3.796 -1.668
C 2.238 3.513 -0.656
C 1.889 2.268 0.166
C 3.654 3.322 -1.217
C 1.223 3.664 -3.076
O 2.364 3.287 -3.725
C 0.116 3.915 -3.892
H -3.113 3.866 -3.974
H -2.049 4.407 -5.289
H -2.660 5.580 -4.105
H -2.161 4.768 -1.529
H -0.234 4.333 -0.070
H 2.287 4.371 0.022
H 1.680 1.417 -0.490
H 2.713 1.999 0.833
H 1.012 2.465 0.784
H 3.935 4.172 -1.847
H 4.377 3.257 -0.399
H 3.723 2.400 -1.803
H 2.191 3.214 -4.676
H 0.205 3.802 -4.967
*
```

Computed properties:
SMILES string: CNC(=O)[C@H](Cc1ccccc1)NC(C)=O.Cc1ccc(C(C)C)c(O)c1
Gap between HOMO and LUMO: 8.92 eV

---

ORCA calculation (ωB97M-V/def2-TZVPD) on a molecular structure, C38H52N2O3PtS3 at a distorted geometry.

```
! RIJCOSX wB97M-V def2-TZVPD def2/J DEFGRID3
* xyz 2 1
Pt 0.526 -0.018 -1.212
C -1.462 -0.822 5.520
C 0.035 -0.878 5.176
C 0.599 -2.272 5.504
C 0.773 0.160 6.022
C 0.214 -0.639 3.689
C 0.999 0.388 3.169
C 1.133 0.516 1.800
N 0.549 -0.309 0.938
C -0.225 -1.311 1.402
C -0.399 -1.485 2.763
C -0.839 -2.194 0.389
C -1.627 -3.289 0.692
C -2.179 -4.082 -0.317
C -1.881 -3.717 -1.628
C -1.074 -2.620 -1.869
N -0.577 -1.878 -0.886
C -3.036 -5.281 0.042
C -3.557 -6.017 -1.194
C -2.182 -6.258 0.871
C -4.238 -4.807 0.875
H -1.591 -0.966 6.593
H -2.032 -1.599 5.008
H -1.883 0.149 5.255
H 0.500 -2.462 6.573
H 1.657 -2.330 5.244
H 0.069 -3.063 4.972
H 0.612 -0.062 7.076
H 0.399 1.168 5.836
H 1.849 0.135 5.842
H 1.505 1.089 3.813
H 1.743 1.304 1.381
H -1.023 -2.291 3.117
H -1.821 -3.541 1.724
H -2.264 -4.279 -2.466
H -0.801 -2.330 -2.875
H -2.742 -6.414 -1.801
H -4.187 -5.373 -1.810
H -4.166 -6.860 -0.871
H -1.297 -6.567 0.313
H -2.770 -7.147 1.098
H -1.861 -5.818 1.816
H -4.826 -4.072 0.323
H -3.931 -4.364 1.823
H -4.881 -5.658 1.097
O 0.309 -0.241 -3.398
S -0.343 0.704 -4.398
C -1.938 1.110 -3.564
C -2.536 2.488 -3.842
C -2.252 3.482 -2.709
C -3.066 3.186 -1.444
S -2.049 2.634 -0.021
O -1.076 1.644 -0.609
C -1.095 4.140 0.231
C 0.286 4.063 0.214
C 1.034 5.190 0.522
C 0.397 6.377 0.853
C -0.990 6.441 0.873
C -1.744 5.319 0.574
C 0.523 2.288 -4.353
C 0.362 3.118 -5.456
C 0.998 4.349 -5.482
C 1.814 4.728 -4.427
C 1.994 3.882 -3.342
C 1.346 2.659 -3.303
H -1.716 0.977 -2.505
H -2.609 0.311 -3.883
H -3.615 2.399 -3.977
H -2.141 2.895 -4.774
H -2.484 4.489 -3.054
H -1.186 3.466 -2.475
H -3.782 2.375 -1.590
H -3.613 4.060 -1.091
H 0.761 3.125 -0.046
H 2.116 5.139 0.524
H 0.980 7.253 1.101
H -1.486 7.364 1.142
H -2.825 5.366 0.610
H -0.251 2.797 -6.290
H 0.868 5.002 -6.334
H 2.329 5.679 -4.458
H 2.647 4.175 -2.532
H 1.498 1.991 -2.467
C 6.252 0.460 0.431
C 5.388 -0.111 -0.685
S 3.694 -0.379 -0.058
O 2.819 -0.177 -1.286
C 3.731 -2.190 0.203
C 3.732 -2.957 -1.107
H 7.281 0.556 0.088
H 6.253 -0.186 1.309
H 5.902 1.447 0.734
H 5.781 -1.053 -1.059
H 5.269 0.588 -1.511
H 2.834 -2.399 0.789
H 4.607 -2.392 0.821
H 3.015 -2.519 -1.801
H 3.454 -3.995 -0.930
H 4.712 -2.953 -1.581
*
```

Computed properties:
Gap between HOMO and LUMO (spin up / spin down): 7.90 / 7.91 eV

---

ORCA calculation (ωB97M-V/def2-TZVPD) on a gas-phase ion, C3H9N4 (charge +1) at a distorted geometry.

```
! RIJCOSX wB97M-V def2-TZVPD def2/J DEFGRID3
* xyz 1 1
N 1.280 0.725 0.736
C 1.489 -0.436 0.070
C 0.526 -0.984 -0.640
C -0.855 -0.472 -0.296
N -1.311 -1.365 0.857
N -0.764 0.844 0.225
N -0.875 1.779 -0.562
H 1.230 0.814 1.692
H 1.955 1.466 0.652
H 2.474 -0.651 -0.295
H 0.560 -1.778 -1.339
H -1.491 -0.511 -1.107
H -0.579 -1.499 1.504
H -1.479 -2.299 0.337
H -1.203 2.682 -0.226
H -0.955 1.686 -1.608
*
```

Computed properties:
SMILES string: N/C=C\[C@@H](N)N=[NH2+]
Gap between HOMO and LUMO (spin up / spin down): 8.17 / 8.17 eV

---

ORCA calculation (ωB97M-V/def2-TZVPD) on a molecular structure, C5H10N3O2 at a distorted geometry.

```
! RIJCOSX wB97M-V def2-TZVPD def2/J DEFGRID3
* xyz 1 1
C -0.727 1.507 -2.671
C 0.869 -0.581 -0.835
C -0.122 -0.400 1.229
C 1.115 0.382 1.403
C -1.043 -2.152 -0.347
N 0.953 1.623 1.732
N -0.781 1.698 -1.522
N -0.079 -1.044 -0.078
O 1.179 -0.636 -1.989
O -0.540 2.009 -0.362
H -0.588 1.438 -3.692
H 1.486 0.148 0.123
H -0.458 -1.206 2.029
H -1.071 0.175 1.289
H 1.976 0.024 1.766
H -1.046 -2.347 -1.396
H -0.894 -2.931 0.296
H -2.028 -1.896 -0.302
H 0.095 1.970 1.348
H 1.704 2.219 1.979
*
```

Computed properties:
Gap between HOMO and LUMO: 9.33 eV

---

ORCA calculation (ωB97M-V/def2-TZVPD) on 10 unconnected molecules or ions with the total composition C28H78N2O20 at a distorted geometry.

```
! RIJCOSX wB97M-V def2-TZVPD def2/J DEFGRID3
* xyz 0 1
C -3.253 -0.488 3.065
O -2.379 -0.694 4.142
C -2.878 -0.403 5.434
C -2.372 -1.364 6.462
N -0.891 -1.581 6.517
C -0.143 -0.405 6.108
C 1.277 -0.573 6.561
O 2.051 -1.557 5.805
C 3.214 -1.850 6.592
H -3.992 0.330 3.194
H -3.855 -1.367 2.858
H -2.727 -0.342 2.156
H -3.935 -0.553 5.390
H -2.530 0.616 5.736
H -2.907 -2.307 6.265
H -2.634 -1.023 7.498
H -0.661 -2.412 6.020
H -0.560 0.410 6.605
H -0.220 -0.248 5.041
H 1.305 -0.815 7.640
H 1.796 0.417 6.463
H 2.922 -2.253 7.631
H 3.806 -0.942 6.670
H 3.836 -2.511 6.024
C -3.560 4.430 -0.791
O -3.356 5.017 -2.025
C -2.487 4.201 -2.854
C -1.073 4.738 -2.670
N -1.064 6.070 -3.341
C 0.256 6.577 -3.614
C 1.055 6.701 -2.298
O 0.175 7.261 -1.359
C 0.746 7.526 -0.103
H -2.703 4.052 -0.245
H -4.242 3.648 -0.940
H -3.934 5.178 -0.141
H -2.854 4.288 -3.912
H -2.489 3.099 -2.613
H -0.310 4.098 -3.102
H -0.854 4.720 -1.612
H -1.502 6.748 -2.723
H 0.147 7.523 -4.085
H 0.723 5.894 -4.342
H 1.902 7.337 -2.392
H 1.275 5.724 -1.860
H -0.062 7.519 0.662
H 1.184 8.517 -0.049
H 1.486 6.805 0.207
O 0.472 0.177 -5.869
C 0.651 1.585 -5.668
C 1.498 2.078 -4.516
O 0.796 1.773 -3.372
H -0.410 0.004 -5.462
H 0.939 1.991 -6.619
H -0.307 2.009 -5.314
H 1.522 3.160 -4.663
H 2.488 1.703 -4.504
H 1.399 1.833 -2.528
O -0.004 -3.342 0.935
C -0.533 -2.567 2.007
C 0.229 -1.304 2.094
O 1.616 -1.437 2.365
H -0.772 -3.345 0.268
H -1.623 -2.329 1.917
H -0.431 -3.100 2.934
H -0.268 -0.584 2.823
H 0.242 -0.871 1.101
H 1.810 -1.515 3.345
O -0.911 1.289 -0.377
C -0.059 2.342 0.118
C 1.413 1.842 0.220
O 1.658 1.074 -0.900
H -0.307 0.625 -0.833
H -0.206 3.199 -0.461
H -0.356 2.643 1.141
H 1.728 1.215 1.081
H 2.073 2.748 0.284
H 2.270 0.349 -0.611
O -2.088 0.269 -4.640
C -3.178 -0.612 -4.221
C -3.453 -0.519 -2.763
O -2.410 -1.009 -1.967
H -1.964 1.013 -3.972
H -4.001 -0.356 -4.825
H -2.837 -1.578 -4.549
H -4.414 -1.098 -2.621
H -3.693 0.553 -2.596
H -1.538 -0.744 -2.303
O 5.598 -2.236 1.322
C 5.553 -1.326 0.265
C 4.342 -0.441 0.431
O 3.071 -0.955 -0.018
H 4.711 -2.590 1.388
H 6.472 -0.659 0.368
H 5.684 -1.770 -0.740
H 4.414 0.513 -0.077
H 4.216 -0.230 1.484
H 2.556 -1.325 0.749
O 2.891 -3.745 1.358
C 3.226 -4.714 0.391
C 3.205 -6.135 0.829
O 1.827 -6.578 0.984
H 1.935 -3.619 1.392
H 2.560 -4.601 -0.441
H 4.244 -4.502 0.068
H 3.858 -6.293 1.708
H 3.569 -6.676 0.000
H 1.470 -6.185 1.774
O 0.272 -0.839 -2.587
C 1.184 -1.985 -2.378
C 1.176 -2.869 -3.553
O 1.937 -2.249 -4.601
H 0.739 -0.005 -2.834
H 2.216 -1.646 -2.203
H 0.876 -2.541 -1.511
H 0.165 -3.099 -3.768
H 1.607 -3.858 -3.329
H 1.452 -1.524 -5.073
O -4.972 -3.267 -1.133
C -4.352 -4.308 -0.407
C -2.960 -4.537 -1.021
O -2.172 -3.470 -0.802
H -4.914 -2.504 -0.552
H -4.323 -4.213 0.729
H -4.924 -5.143 -0.547
H -3.081 -4.691 -2.064
H -2.498 -5.473 -0.585
H -2.600 -2.634 -1.174
*
```

Computed properties:
SMILES string: COCCNCCOC.COCCNCCOC.OCCO.OCCO.OCCO.OCCO.OCCO.OCCO.OCCO.OCCO
Gap between HOMO and LUMO: 9.00 eV

---

ORCA calculation (ωB97M-V/def2-TZVPD) on a molecular structure, CH5PS at a distorted geometry.

```
! RIJCOSX wB97M-V def2-TZVPD def2/J DEFGRID3
* xyz 0 1
C 1.613 -0.580 0.346
P -1.674 0.038 0.001
S 2.570 0.494 -0.352
H 0.526 -0.765 0.104
H 1.910 -1.194 1.187
H -2.013 -0.353 -1.394
H -2.622 1.114 0.005
H -0.310 1.247 0.103
*
```

Computed properties:
Gap between HOMO and LUMO: 8.46 eV

---

ORCA calculation (ωB97M-V/def2-TZVPD) on 2 unconnected molecules or ions with the total composition C2H3N6O3 at a distorted geometry.

```
! RIJCOSX wB97M-V def2-TZVPD def2/J DEFGRID3
* xyz 1 1
C -1.001 0.977 -2.852
C -0.477 0.568 0.724
N -1.578 1.125 -3.834
N 0.699 -3.123 -0.705
N -0.337 0.620 -1.693
N -0.873 0.904 -0.404
N 0.441 -2.048 -0.836
N 0.162 -0.372 1.373
O -0.321 -1.460 1.739
O 0.865 -4.255 -0.666
O 1.228 0.213 1.982
H 0.227 -0.157 -1.817
H -1.657 1.558 -0.438
H 1.419 -0.278 2.861
*
```

Computed properties:
Gap between HOMO and LUMO (spin up / spin down): 8.75 / 8.75 eV

---

ORCA calculation (ωB97M-V/def2-TZVPD) on 6 unconnected molecules or ions with the total composition C12H36O6S5 at a distorted geometry.

```
! RIJCOSX wB97M-V def2-TZVPD def2/J DEFGRID3
* xyz 0 1
C -0.432 -1.254 1.030
C -0.948 0.181 0.928
O -0.286 1.015 -0.012
H 0.454 -1.312 1.654
H -0.395 -1.652 0.100
H -1.052 -1.800 1.546
H -1.082 0.763 2.043
H -1.871 0.088 0.586
H -0.638 1.847 0.004
C 2.813 -1.274 -0.423
S 2.745 -2.797 0.515
O 1.521 -3.626 0.005
C 4.087 -3.603 -0.159
H 2.007 -0.646 -0.259
H 2.579 -1.532 -1.374
H 3.941 -0.893 -0.432
H 4.340 -4.465 0.444
H 4.908 -2.702 -0.155
H 4.021 -3.969 -1.170
C 0.446 2.861 -4.190
S 2.031 1.971 -4.252
O 3.053 2.756 -4.943
C 2.286 2.023 -2.524
H 0.621 3.828 -3.858
H -0.255 2.370 -3.421
H 0.125 3.018 -5.136
H 2.124 2.996 -2.156
H 3.404 1.758 -2.190
H 1.990 1.139 -1.827
C -3.433 3.150 2.325
S -2.569 4.134 1.048
O -1.329 3.396 0.462
C -3.763 4.258 -0.269
H -3.756 2.415 1.931
H -4.018 3.901 2.773
H -2.646 2.806 2.985
H -4.685 4.679 0.109
H -4.087 3.174 -0.578
H -3.148 4.766 -1.141
C -0.592 -0.598 5.217
S 0.461 -1.198 6.593
O 0.281 -0.260 7.806
C -0.502 -2.533 6.956
H -1.528 -0.364 5.601
H -0.643 -1.445 4.471
H 0.070 0.159 4.635
H -0.506 -3.185 6.234
H -1.532 -2.403 7.394
H 0.192 -2.968 7.774
C -0.580 -2.850 -5.228
S 0.382 -1.482 -4.667
O -0.041 -0.170 -5.336
C -0.400 -1.341 -3.015
H 0.043 -3.686 -4.969
H -0.442 -2.710 -6.356
H -1.818 -2.754 -5.159
H -1.544 -1.210 -3.099
H 0.038 -0.442 -2.416
H -0.458 -2.339 -2.443
*
```

Computed properties:
Gap between HOMO and LUMO: 8.29 eV

---

ORCA calculation (ωB97M-V/def2-TZVPD) on 2 unconnected molecules or ions with the total composition C5H7NO.

```
! RIJCOSX wB97M-V def2-TZVPD def2/J DEFGRID3
* xyz 0 1
C -0.020 -1.016 -0.940
C 0.310 0.079 -1.631
N 0.291 1.421 -1.210
C 0.213 1.817 -0.012
O -0.037 1.146 1.151
C -0.926 0.073 1.107
C -0.866 -0.936 0.250
H 0.175 -1.993 -1.378
H 0.606 -0.025 -2.668
H 0.418 2.864 0.215
H -1.672 0.136 1.890
H -1.626 -1.704 0.328
H 1.733 -0.977 1.121
H 1.401 -0.887 1.778
*
```

Computed properties:
SMILES string: C1=CN=COC=C1.[H][H]
Gap between HOMO and LUMO: 8.71 eV

---

ORCA calculation (ωB97M-V/def2-TZVPD) on a molecular structure, C11H11ClMnN2O2 at a distorted geometry.

```
! RIJCOSX wB97M-V def2-TZVPD def2/J DEFGRID3
* xyz 2 4
Cl -0.734 2.551 -0.771
C -0.802 -1.324 -1.114
C 0.608 -1.553 -0.902
C 1.341 -0.577 -1.630
H 1.052 -2.381 -0.364
C 0.406 0.239 -2.371
C -0.929 -0.227 -2.027
H -1.840 0.149 -2.469
H -1.628 -1.906 -0.730
H 2.420 -0.489 -1.737
C 0.788 1.308 -3.342
Mn 0.032 0.402 -0.309
C 1.507 1.332 0.397
O 2.085 2.258 0.827
C -1.648 1.190 0.236
O -2.561 1.324 0.978
H 1.631 1.890 -2.945
H -0.063 1.974 -3.515
H 1.104 0.892 -4.310
N -0.281 -0.338 3.759
C -0.548 -1.653 3.364
C -0.455 -1.660 1.995
N -0.122 -0.365 1.553
C -0.031 0.399 2.654
H -0.248 0.064 4.696
H -0.752 -2.469 4.039
H -0.575 -2.476 1.307
H 0.244 1.448 2.732
*
```

Computed properties:
Gap between HOMO and LUMO (spin up / spin down): 6.73 / 7.33 eV

---

ORCA calculation (ωB97M-V/def2-TZVPD) on C8H7N3 in the gas phase at a distorted geometry.

```
! RIJCOSX wB97M-V def2-TZVPD def2/J DEFGRID3
* xyz 0 1
C 3.035 -0.114 -0.066
C 2.444 1.142 0.056
C 1.073 1.313 0.049
C 0.337 0.135 -0.083
C -1.149 0.084 -0.077
N -1.909 1.211 -0.144
C -3.223 0.660 -0.103
C -3.170 -0.697 0.048
N -1.853 -0.958 0.033
N 0.823 -1.160 -0.094
C 2.184 -1.273 -0.074
H 4.242 -0.224 -0.051
H 3.274 2.098 0.127
H 0.494 2.023 0.067
H -3.912 1.219 0.005
H -4.127 -1.364 0.135
H -1.294 -1.766 0.287
H 2.731 -2.330 -0.116
*
```

Computed properties:
SMILES string: c1ccc(-c2ncc[nH]2)nc1
Gap between HOMO and LUMO: 8.96 eV

---

ORCA calculation (ωB97M-V/def2-TZVPD) on a molecular structure, C8H4InNO5S at a distorted geometry.

```
! RIJCOSX wB97M-V def2-TZVPD def2/J DEFGRID3
* xyz 2 1
O -0.116 4.684 -5.018
C -0.128 3.840 -4.247
In 0.019 0.347 -0.670
O -0.185 3.364 1.110
C -0.104 2.467 0.400
C -0.247 -1.580 -1.704
O -0.434 -2.730 -1.818
C 2.474 0.680 -1.060
O 3.612 0.701 -1.121
C -2.555 0.491 -0.793
O -3.689 0.402 -0.849
H -0.050 -0.434 -2.450
S -0.755 -2.729 2.826
C 0.677 -1.813 3.265
C 0.967 -0.867 2.317
N 0.053 -0.865 1.259
C -0.904 -1.802 1.403
H 1.244 -1.994 4.168
H 1.800 -0.163 2.319
H -1.680 -1.999 0.663
*
```

Computed properties:
Gap between HOMO and LUMO (spin up / spin down): 6.00 / 7.51 eV